# 1
This record from OMol25 describes 2 unconnected molecules or ions with the total composition C4H8N2O at a distorted geometry. The level of theory is the ωB97M-V functional and the def2-TZVPD basis.

Geometry as XYZ:
```
15
Properties=species:S:1:pos:R:3
N -1.449 2.477 -0.276
C -1.082 1.383 -0.170
C -0.594 0.003 -0.117
N -1.522 -0.845 0.603
C -0.034 -0.499 -1.421
C 1.046 -0.083 -0.543
H -2.056 -1.462 -0.001
H -1.249 -1.324 1.448
H -0.246 0.069 -2.309
H -0.135 -1.577 -1.454
H 1.520 0.895 -0.691
H 1.798 -0.801 -0.197
O 1.418 0.238 1.868
H 0.557 0.254 1.423
H 1.705 1.153 1.788
```

Calculated values
Orbital gap   0.3935 Ha
Multiplicity   1
Structure (SMILES)   N#CC1(N)CC1.O
Energy relative to the best compared isomer or geometry (same formula, charge and spin)   3.526 eV


# 2
This record from OMol25 describes a molecular structure, C23H23F6HfIN6OP at a distorted geometry. The level of theory is the ωB97M-V functional and the def2-TZVPD basis.

Geometry as XYZ:
```
62
Properties=species:S:1:pos:R:3
Hf -0.593 -0.563 -0.418
I 0.356 -0.119 4.309
C 1.808 -1.512 3.413
C 2.149 -2.343 4.472
C 3.479 -2.733 4.694
C 4.455 -2.332 3.811
C 4.076 -1.682 2.616
C 5.127 -1.283 1.758
C 4.890 -0.428 0.672
C 3.630 -0.137 0.305
C 2.528 -0.781 1.000
C 2.705 -1.356 2.341
H 1.376 -2.642 5.162
H 3.757 -3.271 5.618
H 5.540 -2.551 3.893
H 6.137 -1.638 2.055
H 5.626 -0.013 -0.013
H 3.419 0.388 -0.645
N 0.571 -2.743 -7.491
C 0.425 -2.453 -6.349
C 0.236 -2.006 -4.994
C -1.065 -1.640 -4.573
C -1.160 -0.919 -3.419
N -0.063 -0.685 -2.605
C 1.166 -1.088 -3.014
C 1.394 -1.768 -4.173
H -1.936 -1.808 -5.179
H -2.076 -0.623 -3.022
H 2.028 -0.797 -2.384
H 2.378 -2.048 -4.487
C -4.118 2.533 1.170
C -3.318 1.683 2.200
N -1.893 1.540 1.843
C -1.334 1.989 0.672
N -0.201 1.456 0.146
C 0.710 2.289 -0.614
C -0.097 3.061 -1.679
C -1.370 3.706 -1.125
N -2.019 2.940 -0.045
C -3.260 3.536 0.423
H -4.963 3.091 1.577
H -4.617 1.816 0.490
H -3.829 0.685 2.241
H -3.382 2.172 3.185
H -1.303 0.938 2.479
H 1.534 1.675 -0.951
H 1.087 3.017 0.104
H -0.379 2.411 -2.545
H 0.585 3.825 -1.984
H -2.161 3.771 -1.907
H -1.139 4.664 -0.645
H -3.786 3.892 -0.511
H -3.100 4.448 1.041
O 0.306 -1.478 1.113
N 1.473 -1.190 0.293
F -1.749 -2.589 -0.868
P -3.279 -2.414 0.052
F -4.008 -3.084 -1.162
F -2.394 -0.022 -1.030
F -4.595 -1.626 0.551
F -2.422 -1.523 1.199
F -3.342 -3.638 0.934
```

Calculated values
Orbital gap (alpha / beta)   0.2171 / 0.1521 Ha
Multiplicity   2
Energy relative to the best compared isomer or geometry (same formula, charge and spin)   0.341 eV
Total charge   +4
⟨S²⟩   0.76